75
Properties=species:S:1:pos:R:3 method="wB97M-V/def2-TZVPD" max_force_ha_per_bohr=0.0254 lumo_ev="-6.93 / -6.93" total_charge=+2 homo_lumo_gap_ev="6.81 / 6.81" homo_ev="-13.7 / -13.7" relative_energy_ev=1.057
Te 0.68743 2.75884 0.28917
Rh -0.37263 0.20011 0.19648
P -0.90653 -2.85411 -0.78473
O -2.32505 0.82159 1.42713
O 3.30468 -0.85282 0.97364
O 1.55263 0.10140 -0.04408
O -0.23003 -1.83199 0.16345
O -2.97789 0.76730 3.57423
N -1.95442 -1.96304 -1.68505
N 0.11669 0.05360 2.04858
N 0.14504 -3.56358 -1.78891
N -1.78920 -3.98519 -0.01642
C 1.78736 -0.74301 3.52103
C -3.14998 -0.11914 -2.54750
C -3.99628 -1.38745 -2.69401
C 1.69052 4.29279 -1.94647
C 1.81255 -3.58104 -3.46380
C 2.49243 4.77030 -2.98158
C 1.17899 -4.55713 -1.37298
C 1.85322 2.86922 -1.47368
C 1.45130 6.92723 -2.79585
C 0.89889 -0.64054 4.57626
C -1.29343 -5.28730 0.51864
C 2.40731 -4.19260 -2.20129
C -0.76730 0.14046 3.05573
C 0.75821 5.13235 -1.35251
C -2.90830 -3.48836 0.81892
C -2.15914 -5.54745 1.75244
C -2.10681 0.60808 2.61182
C -2.95592 -2.50522 -2.62770
C 2.37110 6.08114 -3.40483
C -0.17404 4.60708 -0.28351
C -0.40260 -0.19206 4.34105
C -3.43212 -4.75045 1.48703
C 2.18874 -0.43614 0.99952
C -2.15257 -0.55028 -1.47671
C 0.66113 -2.74638 -2.92287
C 0.64629 6.45522 -1.77538
C 1.35262 -0.38660 2.25394
H 3.02941 -5.06345 -2.39609
H -2.62920 0.08489 -3.48446
H -3.99796 -4.53097 2.39021
H -1.12554 -0.10280 5.13975
H -2.57332 -0.34794 -0.48400
H 3.01132 -3.45221 -1.67345
H 1.02824 -1.77570 -2.56767
H 0.82443 -5.56189 -1.60357
H -1.43100 -6.05751 -0.23998
H 3.21749 4.11510 -3.44797
H 1.36301 7.95571 -3.11790
H -3.65688 -2.99641 0.19623
H -4.08455 -5.28932 0.79861
H -1.19038 4.47583 -0.65316
H -1.17780 0.03076 -1.61447
H 2.52274 -2.97399 -4.02114
H -0.20928 5.22907 0.60879
H -4.56941 -1.40650 -3.61763
H -0.07517 7.11269 -1.30662
H 1.52149 2.12862 -2.20014
H -2.50096 -2.69126 -3.60323
H 2.80568 -1.08889 3.63874
H -3.82491 1.08540 3.21742
H -2.55060 -2.77006 1.56931
H -0.23924 -5.24430 0.77936
H 2.99979 6.44827 -4.20443
H -3.35444 -3.44707 -2.25255
H -4.69248 -1.47274 -1.85710
H -0.12435 -2.57920 -3.65794
H 1.38804 -4.49486 -0.30600
H -1.65990 -5.17766 2.64980
H 1.43112 -4.35919 -4.12656
H -3.70813 0.76805 -2.25923
H 2.86858 2.62023 -1.17384
H 1.20343 -0.90952 5.57844
H -2.34695 -6.61012 1.88838